61
Properties=species:S:1:pos:R:3:forces:R:3:lowdin_charge:R:1 method="wB97M-V/def2-TZVPD" lumo_ev=-2.65 total_energy_ev=-41609.1443 total_charge=+1 orbital_gap_ev=10.094 e_above_lowest_kcal_mol=61.8
O -3.3823 3.3387 0.3512 1.00 -0.38 1.86 -0.037
O -0.9416 -0.5052 -4.4478 0.46 0.02 0.56 -0.028
O 2.8868 -0.3677 -4.0679 -0.06 -0.12 0.04 -0.035
O 4.8696 3.1558 0.1835 -0.48 0.14 -0.45 -0.067
O 0.5926 -3.6677 3.6620 -0.13 -0.31 0.05 -0.037
O 1.9846 -1.6587 1.8243 -0.82 0.52 -0.26 -0.055
O -2.0752 2.6793 -4.4817 0.37 -0.48 0.43 -0.046
O -0.0948 -0.1324 -0.6434 -0.42 -0.40 -0.10 0.136
O -1.6340 -1.8643 -1.8500 0.44 0.68 0.76 -0.047
O 0.8500 1.2515 -2.6820 0.35 -1.42 0.66 -0.045
O -0.6482 0.8526 1.6197 -0.45 -0.10 -0.72 -0.010
O 3.9944 -2.7543 3.1540 0.34 -0.20 0.20 -0.047
O -3.3434 -1.2804 3.3969 0.28 -0.59 1.20 -0.041
O 0.9761 1.7625 3.5540 0.08 0.06 -0.30 -0.040
O 0.0019 3.0909 -0.5791 -0.32 -1.57 -0.89 -0.058
O -4.1561 0.4894 1.7008 -0.56 0.93 -0.30 -0.065
O -0.3946 -1.3101 4.8095 0.44 1.36 -0.45 -0.038
O 2.4360 2.7034 -1.1593 -0.33 1.13 2.11 -0.044
O 0.6891 -2.4778 -2.9560 0.81 0.41 -0.16 -0.035
O -2.5462 -3.9328 -0.3705 -0.40 -0.72 0.01 -0.030
H -3.6778 -1.7767 2.6531 0.00 0.01 -0.36 0.032
H -1.2447 -1.3449 4.3720 -0.33 -0.41 0.32 -0.001
H 2.5054 -0.8742 1.6299 0.15 0.02 -0.10 0.051
H 3.5703 0.1633 -3.6484 0.12 0.09 -0.16 0.046
H -0.4140 0.3603 0.2064 0.21 0.30 -0.18 0.072
H 5.2994 3.6556 -0.5174 0.50 0.03 0.14 0.035
H -1.0203 -2.2605 -2.4976 -0.23 -0.06 0.25 0.027
H 1.1213 -4.2497 4.2131 0.09 -0.10 0.02 0.050
H -0.7965 -0.7657 -1.0667 0.16 0.04 -0.22 0.092
H -0.2536 0.0973 2.0570 0.27 -0.16 0.45 0.046
H 2.4834 -0.8205 -3.3221 0.16 -0.04 0.12 0.002
H 1.2122 -3.0723 3.2370 -0.08 -0.26 -0.06 -0.022
H 0.5497 0.8368 -3.4998 -0.27 0.69 -0.40 0.044
H -3.9756 1.4234 1.5393 0.51 0.15 -0.32 0.006
H -1.5648 0.1975 -4.2312 -0.08 0.07 -0.33 0.039
H 0.7348 -1.5483 -3.2154 -0.55 -0.01 -0.15 0.004
H 0.8847 0.8460 3.8391 -0.02 0.06 0.47 0.029
H -2.9610 2.5414 -4.8183 -0.17 0.29 -0.22 0.042
H 0.2660 0.4535 -1.3706 -0.07 0.44 -0.02 0.069
H 2.8477 1.8456 -1.1157 0.31 -0.11 -1.33 0.079
H -3.9858 4.0558 0.1817 -0.21 -0.25 -1.09 0.047
H 3.9460 3.2323 -0.1125 0.19 -0.07 0.44 -0.012
H -0.6901 3.7326 -0.4487 0.56 0.74 0.74 0.040
H 1.9868 -1.6676 2.7867 0.40 0.19 0.08 0.010
H -0.8450 -0.5507 -5.4011 -0.16 0.17 -0.15 0.069
H 3.5922 -3.6145 3.0239 -0.13 -0.31 0.15 0.036
H -2.9478 -4.6913 -0.8125 0.39 0.12 -0.71 0.067
H -1.7264 3.4908 -4.8555 -0.22 0.08 -0.20 0.043
H -0.3587 -2.0494 5.4042 -0.06 -0.61 0.17 0.037
H -5.0207 0.5966 2.1172 0.00 -0.60 0.16 0.052
H -2.4908 -0.9352 3.1327 -0.25 0.35 -0.60 0.001
H -1.5850 -2.4274 -1.0524 -0.50 -0.43 -0.68 0.044
H 0.7448 2.1953 -2.5841 -0.74 0.21 -0.34 0.040
H 1.4432 -2.8403 -3.4323 -0.07 -0.54 -0.04 0.075
H 0.9321 3.1585 -0.2979 -0.79 0.92 0.18 0.029
H -3.0016 -4.0396 0.4591 0.02 0.44 0.97 0.045
H -3.1116 2.7063 -0.3118 -0.73 0.52 -0.80 0.039
H -0.2324 1.6480 1.9959 0.09 -0.25 0.14 0.063
H 0.8959 2.3100 4.3407 0.01 -0.12 0.09 0.068
H 4.4816 -2.6538 2.3312 0.13 0.25 -0.01 0.049
H 2.3419 3.2631 -1.9266 0.77 -0.81 -0.69 0.085